# 1
{"formula": "CH3ClN2", "method": "ωB97M-V with the def2-TZVPD basis set", "e_above_lowest_kcal_mol": 148.2, "mol_weight_g_mol": 78.50, "orbital_gap_ha": [0.3321, 0.3324], "homo_energy_ev": [-9.79, -9.81], "energy_ha": -609.396536, "species": ["N", "N", "H", "Cl", "H", "C", "H"], "positions_angstrom": [[-0.8914, 0.2204, -0.3240], [-0.0346, 0.6439, 0.7799], [-0.8751, 0.9169, -1.0520], [0.2496, -2.1342, 0.1905], [1.6479, 0.4474, -1.2472], [0.3308, -0.4087, -0.0660], [-0.4272, 0.3142, 1.7188]]}

# 2
{"formula": "C16H26NOSe3TeY", "method": "ωB97M-V with the def2-TZVPD basis set", "e_above_lowest_kcal_mol": 0.0, "mol_weight_g_mol": 701.78, "orbital_gap_ha": 0.2611, "homo_energy_ev": -7.41, "energy_ha": -8266.045853, "species": ["H", "Y", "C", "H", "Se", "H", "H", "H", "C", "H", "C", "O", "H", "C", "C", "H", "H", "C", "Se", "H", "C", "H", "H", "C", "C", "Se", "C", "H", "H", "N", "H", "C", "C", "H", "H", "H", "H", "C", "H", "C", "C", "Te", "H", "H", "H", "H", "H", "H", "C"], "positions_angstrom": [[0.4423, 0.3883, 3.9779], [-1.3408, 1.1725, 1.0164], [0.0178, -1.2272, -0.2583], [-0.2865, 1.8708, 3.3575], [-4.7423, 1.2242, 1.9591], [2.4708, 2.4393, 0.7918], [-3.7398, 1.7974, -0.6965], [3.2318, 1.1351, 3.5610], [2.3079, -1.2766, 0.3666], [-0.6732, 1.8383, -3.0225], [2.8509, 0.5485, 2.7215], [-1.7848, 1.5279, -1.3205], [0.9886, 3.1470, 1.4647], [3.8390, -3.0437, -0.5463], [2.4772, -2.4027, -0.4522], [2.4630, 3.1540, 2.4140], [3.1748, -0.9129, 0.8860], [0.1597, -2.3365, -1.0654], [-1.9776, 3.8369, 1.2533], [-1.1232, -3.9519, -1.7046], [-3.5146, 0.5146, -2.4852], [4.1402, -3.4688, 0.4138], [-0.9121, -2.6935, -2.9044], [1.0622, -0.6601, 0.5188], [1.5334, 1.1865, 2.2837], [-3.2976, -0.6241, 1.6662], [-2.2481, 0.3474, -3.3397], [3.8484, -3.8457, -1.2843], [-4.4141, 0.6582, -3.0832], [0.6959, 0.4383, 1.3094], [-1.9529, -2.4083, -1.4998], [-1.0215, -2.8724, -1.8318], [1.4151, -2.9396, -1.1553], [-0.3588, 0.3095, -2.1746], [-0.9946, -0.8322, -0.2364], [2.7335, -0.4815, 3.0629], [3.6096, 0.5791, 1.9431], [1.8794, 2.5613, 1.7025], [1.1808, 1.9823, 4.2773], [-3.1921, 1.7174, -1.6321], [0.6702, 1.3599, 3.5385], [-3.3047, 2.9068, 3.1698], [4.6033, -2.3179, -0.8314], [-2.3547, 0.8651, -4.2925], [-2.0332, -0.6960, -3.5546], [-3.2822, 2.6613, -2.1741], [-3.6691, -0.3485, -1.8356], [1.5553, -3.8241, -1.7678], [-1.1324, 0.9966, -2.5063]]}

# 3
{"formula": "C4H10N4", "method": "ωB97M-V with the def2-TZVPD basis set", "smiles": "CCN/N=C\\C=N/N", "e_above_lowest_kcal_mol": 155.8, "mol_weight_g_mol": 114.15, "orbital_gap_ha": 0.3370, "homo_energy_ev": -8.39, "energy_ha": -377.198512, "species": ["H", "H", "H", "N", "C", "N", "N", "H", "N", "H", "C", "H", "H", "H", "C", "C", "H", "H"], "positions_angstrom": [[-0.5748, -2.0942, -0.9923], [0.2919, -3.8035, -0.8419], [1.0732, 0.4832, -1.6338], [-1.3822, 0.5253, 0.1148], [-1.3298, -0.6274, 0.4695], [-0.8319, 1.7964, 0.4763], [0.0310, -2.6175, 0.9441], [-0.0959, -1.1659, 2.3315], [-0.1994, -3.0127, -0.3319], [2.3294, 1.6482, -0.9754], [0.5318, 1.6996, 0.4193], [1.1614, 0.8745, 0.6735], [-1.3949, 2.5834, -0.1678], [0.9713, 2.5102, 1.0052], [-0.3974, -1.4364, 1.3924], [1.1887, 1.4792, -1.1425], [0.6988, 2.4487, -1.6804], [-2.0710, -1.2912, -0.0607]]}

# 4
{"formula": "C24H18Cl2GdN11O", "method": "ωB97M-V with the def2-TZVPD basis set", "e_above_lowest_kcal_mol": 42.1, "charge": 2, "mol_weight_g_mol": 704.64, "orbital_gap_ha": [0.2632, 0.1775], "homo_energy_ev": [-13.21, -13.18], "spin_multiplicity": 8, "energy_ha": -3288.370951, "species": ["H", "C", "H", "H", "C", "H", "H", "H", "N", "N", "C", "C", "N", "C", "N", "H", "C", "C", "N", "H", "H", "N", "H", "C", "C", "H", "C", "C", "O", "N", "C", "N", "H", "C", "C", "N", "C", "H", "Gd", "C", "C", "C", "N", "C", "H", "C", "C", "N", "H", "Cl", "C", "C", "H", "H", "H", "Cl", "C"], "positions_angstrom": [[-5.1205, 1.5549, 1.8797], [0.9456, 3.0459, 4.2940], [1.3189, 4.0692, 6.1311], [2.5224, -1.6292, -5.7005], [1.7337, 3.7365, 5.1898], [3.0919, 1.4269, -0.1816], [-6.5456, -1.4337, -0.8677], [-4.0094, -1.2315, -2.3502], [-1.9260, -3.0222, -1.1859], [-3.3540, -0.9243, 0.4575], [-4.9119, 0.7066, 1.2421], [-0.1019, -0.8776, -3.7181], [3.3493, 2.4032, 1.5985], [-5.9955, 0.0933, 0.5025], [1.3163, 1.5324, 0.8639], [-2.8938, 1.8467, 2.4037], [3.7128, -1.4066, -0.9938], [4.5254, -1.5861, -2.1189], [-0.5479, 1.7063, 2.3267], [5.5900, -1.7191, -1.9840], [-4.5749, -2.6774, 0.2592], [0.4522, -0.8689, -2.5179], [-1.5692, -4.9183, -1.6164], [-2.5845, 1.0671, 1.7123], [2.5963, 1.7665, 0.7202], [3.6765, 4.5687, 5.5909], [-4.4608, -1.6857, -0.1893], [0.5960, -1.1946, -4.8853], [1.5435, -1.2540, -0.0249], [-1.1412, -4.0844, -1.2493], [2.3329, -1.2877, -1.0890], [-3.0321, -3.0024, -1.7923], [4.6608, 3.7893, 3.4659], [1.7792, -1.2047, -2.4103], [3.0677, 4.0138, 4.8905], [-2.5070, -0.9580, -0.7231], [-3.6032, -1.7280, -1.4717], [-1.1476, -0.5945, -3.7692], [-0.1222, -0.1347, -0.2438], [3.9774, -1.6246, -3.3727], [2.8303, 2.8816, 2.8053], [-5.7815, -0.9945, -0.2381], [-1.4928, -1.9611, -0.5420], [1.4852, 2.6187, 3.0779], [-0.3399, -4.1129, -0.6428], [0.6979, 1.9203, 2.0664], [-3.6307, 0.2961, 1.1031], [-1.3195, 0.9197, 1.4922], [-0.0894, 2.8254, 4.5071], [4.4170, -1.3890, 0.5792], [2.5849, -1.4265, -3.5544], [3.6233, 3.5848, 3.7024], [0.0782, -1.2060, -5.8334], [-6.9670, 0.5672, 0.5292], [4.3330, 2.5349, 1.4174], [4.9887, -1.9015, -4.7340], [1.9425, -1.4366, -4.8082]]}

# 5
{"formula": "C4H10O", "method": "ωB97M-V with the def2-TZVPD basis set", "e_above_lowest_kcal_mol": 97.2, "mol_weight_g_mol": 74.12, "orbital_gap_ha": 0.3349, "homo_energy_ev": -8.18, "energy_ha": -233.489984, "species": ["C", "H", "O", "C", "H", "H", "H", "H", "C", "H", "H", "C", "H", "H", "H"], "positions_angstrom": [[0.4349, -0.5771, -1.8685], [1.0810, 0.2624, -2.1739], [1.0593, -0.5552, 0.1009], [-1.0050, 0.1797, -0.5285], [-0.7793, 1.1489, 2.3861], [1.9960, -0.4865, 0.3412], [0.6188, 0.0632, 2.5144], [-1.4691, 1.0238, -1.0642], [-0.2974, 0.2668, 1.9523], [1.0690, -1.4975, -1.8817], [-0.9773, -0.5840, 2.0770], [0.0471, 0.4758, 0.4841], [-0.4212, -0.7061, -2.4693], [-1.8156, -0.4891, -0.1622], [0.4587, 1.4749, 0.2922]]}

# 6
{"formula": "C28H45GeN3O7OsSSi2", "method": "ωB97M-V with the def2-TZVPD basis set", "charge": -2, "mol_weight_g_mol": 886.76, "orbital_gap_ha": 0.1705, "homo_energy_ev": -0.70, "energy_ha": -4929.577376, "species": ["C", "H", "H", "C", "O", "H", "H", "H", "O", "O", "H", "H", "C", "H", "H", "H", "H", "O", "C", "C", "H", "H", "H", "H", "O", "C", "H", "H", "H", "C", "C", "H", "H", "C", "C", "H", "H", "Ge", "H", "H", "H", "C", "H", "C", "H", "H", "S", "H", "Si", "C", "Os", "C", "C", "C", "C", "C", "H", "C", "H", "C", "H", "H", "H", "O", "C", "Si", "C", "C", "C", "H", "N", "N", "H", "C", "H", "C", "H", "H", "H", "H", "N", "H", "C", "C", "H", "O", "H", "H"], "positions_angstrom": [[0.6176, 5.0018, -1.5598], [-3.6246, -3.1646, 0.3224], [-1.4371, 0.6388, -1.7140], [-1.7372, -3.2469, -2.4179], [-1.6102, 0.1252, 1.5726], [-2.5400, -3.9800, -2.4255], [4.4204, -1.9520, -6.2188], [1.3806, 5.4457, -0.9337], [3.2143, -1.5941, 3.1178], [-1.6855, 0.0800, 7.7661], [-1.5318, -2.9413, -3.4390], [-3.2186, -1.6331, 1.1052], [3.0155, -0.7870, -2.6406], [2.6650, -1.6433, 1.0795], [5.4678, 0.7515, -4.0045], [-4.2236, -0.0287, -1.4636], [5.1455, -0.9976, -2.3416], [0.3656, -0.3277, 8.3995], [1.2135, -0.6080, 5.8230], [2.7970, -1.3719, 0.0429], [-2.0024, -2.8970, 0.9824], [0.7119, 3.6534, 3.0132], [1.9503, -0.7866, 6.5918], [3.4169, -2.9051, -5.1366], [3.7531, -1.0172, 5.1452], [-3.8830, -0.8291, -2.1151], [-1.7992, 3.6105, 0.0766], [-4.6995, -1.5345, -2.2437], [-1.3308, 3.1255, -2.1713], [-0.8541, -0.2258, -1.3844], [2.0085, 3.1090, 1.3592], [-2.0860, 0.0052, 5.4044], [4.0160, 2.4637, 1.8708], [1.5079, 2.9465, 2.7938], [-2.8384, -2.4267, 0.4718], [-1.4705, 2.9569, 1.6582], [-0.3540, 5.2764, -1.1610], [-2.2664, -1.6751, -1.2791], [2.1553, 0.1563, -6.6102], [-0.1950, 1.9814, -2.8935], [-0.3135, 3.6206, -3.5245], [0.7462, 3.4796, -1.6446], [2.2089, 2.0296, -2.2981], [1.5881, -0.7259, 4.4894], [1.6465, 5.2484, 1.3257], [2.9191, 3.5329, -1.7114], [0.2663, -0.5615, -2.8060], [4.9898, -2.3580, -4.6087], [0.5251, 2.5548, 0.1382], [4.0425, -1.3722, -0.5325], [0.1996, 0.1394, 0.3912], [-1.0528, -0.1626, 5.1437], [-0.3435, 3.0176, -2.6133], [-0.1046, -0.3037, 6.1636], [4.5745, 0.9583, -4.5846], [-1.0308, 3.5113, 0.8359], [1.3691, 0.9005, -5.2230], [-1.8367, -0.1015, 2.8164], [0.7091, 5.4348, -2.5592], [2.0889, 3.1119, -2.2728], [4.1418, 1.8716, -4.1889], [4.8836, 1.1501, -5.6079], [2.9514, 1.1540, 1.3530], [1.0816, -0.3704, 2.2167], [1.8006, -0.7956, -1.9763], [3.3091, -0.4779, -4.4721], [2.4784, 4.5562, 1.2124], [4.1132, -2.0739, -5.1832], [4.1721, -1.0389, -1.8753], [-0.7883, 4.5065, 1.2003], [1.6784, -1.0009, -0.6342], [2.9081, -1.1128, 4.2273], [2.3190, 3.1143, 3.5056], [3.2216, 2.1930, 1.1704], [-0.8424, -3.7187, -2.0217], [-0.7037, -0.2251, 3.8076], [1.1212, 1.9462, 2.9596], [3.2146, 4.7824, 1.9890], [-3.6409, -0.3995, -3.0847], [2.1480, 3.4864, -3.2981], [-0.4909, -0.1766, 7.4999], [3.6190, 2.2664, 0.1589], [1.8386, -0.0078, -5.5834], [0.6570, -0.4457, 3.4208], [4.8989, -1.6526, 0.0624], [-2.9943, -0.2223, 3.2240], [1.0827, -0.7831, -5.5773], [2.9558, 4.7216, 0.2474]]}

# 7
{"formula": "CH5NOS", "method": "ωB97M-V with the def2-TZVPD basis set", "e_above_lowest_kcal_mol": 134.4, "mol_weight_g_mol": 79.12, "orbital_gap_ha": [0.3032, 0.3125], "homo_energy_ev": [-8.80, -9.56], "energy_ha": -569.074002, "species": ["H", "H", "H", "N", "S", "H", "O", "H", "C"], "positions_angstrom": [[-0.8026, -1.2609, -1.5322], [-0.5008, 0.5353, -2.2923], [-0.1635, 1.1046, 2.1322], [-0.5265, 0.1115, 2.2455], [0.6824, 0.0472, -0.2121], [-1.3150, 0.0322, 1.6375], [1.6765, 1.0991, -0.3220], [1.1125, -1.2895, 0.0478], [-0.1630, -0.3794, -1.7044]]}

# 8
{"formula": "C5H7NO2", "method": "ωB97M-V with the def2-TZVPD basis set", "e_above_lowest_kcal_mol": 119.4, "mol_weight_g_mol": 113.12, "orbital_gap_ha": 0.3489, "homo_energy_ev": -8.93, "energy_ha": -399.775262, "species": ["H", "C", "H", "C", "H", "H", "C", "H", "C", "O", "H", "O", "C", "N", "H"], "positions_angstrom": [[-1.0986, 1.9842, -0.9875], [-1.5813, -0.9233, -0.8844], [0.1183, -1.7789, 0.0109], [0.9651, 0.2576, -0.3461], [1.8313, -0.6999, 1.3720], [-1.3570, -1.6739, -1.6788], [-0.4885, 0.3071, -0.6899], [-0.1679, -1.2313, 2.1664], [1.0851, 0.1965, 1.2235], [1.9409, -0.0163, -1.0710], [-2.4825, -0.4359, -0.9167], [-1.0645, 1.4565, -0.2142], [-0.5652, -0.8994, 0.2749], [-0.2692, -0.3470, 1.5979], [1.5384, 1.1129, 1.6621]]}

Question: Which formula does entry 8 have?
Answer: C5H7NO2